The following is a DFT calculation (the ωB97M-V functional and the def2-TZVPD basis) of a gas-phase ion, C23H28N5O (charge +1).

Structure (XYZ):
```
57
Properties=species:S:1:pos:R:3:forces:R:3
C 2.316 4.815 5.196 -0.1 0.0 0.1
C 1.968 3.585 5.724 0.0 0.1 0.1
C 2.268 2.423 5.033 0.1 -0.1 -0.1
C 2.927 2.482 3.814 0.0 -0.1 0.1
C 3.275 3.721 3.290 0.0 0.0 0.0
C 2.969 4.881 3.976 0.0 0.0 -0.1
H 3.245 5.840 3.562 0.0 0.1 0.0
H 3.785 3.763 2.339 0.1 0.0 -0.1
C 3.273 1.230 3.049 0.1 0.0 0.0
H 4.362 1.139 2.998 0.0 -0.1 0.0
H 2.876 0.348 3.583 0.0 0.0 0.0
N 2.772 1.317 1.687 0.0 -0.1 0.0
H 1.212 -2.923 -0.288 -0.1 0.2 0.0
C 1.321 1.403 1.653 -0.1 0.2 -0.1
H 1.030 2.429 1.893 -0.1 -0.1 0.0
H 0.860 0.742 2.409 0.0 0.0 0.0
C 0.786 1.028 0.280 -0.2 0.5 0.3
N 1.088 -0.370 0.010 0.0 -0.3 -0.2
C 0.225 -1.134 -0.648 -0.1 -0.3 0.0
N 0.441 -2.475 -0.762 0.3 0.2 0.3
C -0.272 -3.217 -1.683 -0.5 0.0 -0.4
C 0.132 -4.508 -2.012 0.0 0.0 0.0
C -0.512 -5.189 -3.022 0.0 0.2 0.1
C -1.527 -4.568 -3.743 -0.1 0.1 -0.1
C -1.958 -3.305 -3.400 0.1 -0.1 0.0
C -1.385 -2.627 -2.316 0.3 -0.3 0.1
C -1.767 -1.313 -1.813 0.3 0.1 0.3
N -0.876 -0.591 -1.133 -0.2 0.1 -0.2
N -2.963 -0.763 -1.982 0.3 -0.2 0.0
C -3.193 0.645 -1.713 -0.1 0.7 -0.2
H -3.911 0.748 -0.895 0.1 0.0 0.0
H -2.252 1.120 -1.444 -0.2 0.0 0.0
C -3.773 1.280 -2.989 0.2 0.1 0.3
O -4.950 0.630 -3.397 -0.2 0.1 -0.1
C -4.729 -0.734 -3.650 0.0 -0.3 0.2
H -4.016 -0.857 -4.479 -0.1 0.0 0.0
C -4.190 -1.417 -2.383 -0.6 -0.2 -0.5
H -4.922 -1.254 -1.582 0.1 -0.1 -0.1
H -4.054 -2.487 -2.514 0.0 0.1 0.1
H -5.694 -1.156 -3.934 0.1 -0.1 0.0
H -3.018 1.239 -3.788 0.0 0.0 0.1
H -4.046 2.319 -2.803 0.1 0.0 0.0
H -2.707 -2.827 -4.007 -0.1 0.0 0.0
H -1.980 -5.077 -4.579 0.0 0.0 -0.1
H -0.200 -6.189 -3.280 0.0 -0.1 0.0
H 0.964 -4.955 -1.489 0.1 -0.1 0.1
C 2.342 -0.865 0.554 0.5 -0.1 0.2
H 2.169 -1.379 1.508 0.0 0.0 -0.1
C 3.289 0.326 0.769 0.0 -0.1 -0.2
H 3.465 0.804 -0.202 0.1 -0.2 0.0
H 4.248 -0.045 1.132 0.0 0.0 -0.1
H 2.809 -1.561 -0.149 0.0 0.0 0.0
H -0.297 1.150 0.243 0.2 0.1 0.0
H 1.237 1.664 -0.486 -0.1 0.0 0.0
H 1.996 1.464 5.452 0.0 -0.1 0.0
H 1.461 3.527 6.675 0.0 0.0 0.1
H 2.082 5.721 5.735 0.0 0.1 0.0
```
Positions in Å, forces in eV/Å.

Summary:
lowest unoccupied orbital energy	-3.142	eV
HOMO energy	-11.01	eV
charge	+1
SMILES string	c1ccc(CN2CCN(c3nc(=[N+]4CCOCC4)c4ccccc4[nH]3)CC2)cc1
HOMO-LUMO gap	7.869	eV